{"formula": "C41H47MnN8O5Te", "method": "ωB97M-V with the def2-TZVPD basis set", "homo_ev": [-4.0, -4.6], "e_above_lowest_kcal_mol": 10.7, "spin_multiplicity": 6, "s2": 8.757, "charge": -1, "lumo_ev": [2.36, 2.36], "species": ["Mn", "C", "O", "C", "C", "C", "C", "C", "C", "N", "C", "N", "C", "C", "C", "C", "C", "C", "O", "C", "N", "C", "C", "C", "C", "C", "C", "O", "C", "H", "H", "H", "H", "H", "H", "H", "H", "H", "H", "H", "H", "H", "H", "H", "H", "H", "H", "H", "H", "H", "H", "C", "C", "C", "C", "N", "C", "N", "N", "N", "H", "H", "H", "H", "H", "H", "H", "H", "H", "H", "C", "Te", "C", "H", "H", "H", "H", "H", "H", "C", "C", "C", "C", "C", "C", "C", "C", "H", "H", "H", "H", "H", "O", "C", "C", "C", "C", "O", "N", "H", "H", "H", "H"], "xyz": [[0.45, 0.14, 0.53], [-4.66, 2.24, -1.21], [-4.35, 3.53, -0.66], [-3.84, 4.45, -1.53], [-4.59, 5.60, -1.74], [-4.17, 6.59, -2.61], [-2.98, 6.43, -3.29], [-2.20, 5.31, -3.07], [-2.59, 4.31, -2.17], [-1.76, 3.19, -2.05], [-1.28, 2.49, -0.95], [-1.58, 3.02, 0.25], [-1.34, 2.57, 1.59], [-0.60, 1.46, 1.93], [-0.56, 1.18, 3.31], [-1.18, 1.95, 4.27], [-1.89, 3.09, 3.89], [-1.97, 3.40, 2.55], [-2.63, 4.51, 2.05], [-3.28, 5.34, 2.97], [-0.55, 1.43, -1.14], [-0.36, 0.98, -2.47], [0.89, 1.12, -3.07], [1.12, 0.67, -4.36], [0.10, 0.09, -5.09], [-1.16, -0.05, -4.51], [-1.39, 0.38, -3.21], [-2.66, 0.28, -2.71], [-2.80, -0.74, -1.71], [-4.76, 1.57, -0.35], [-3.87, 1.86, -1.86], [-5.60, 2.30, -1.76], [-5.54, 5.67, -1.21], [-4.78, 7.48, -2.76], [-2.63, 7.18, -3.99], [-1.26, 5.19, -3.58], [-1.23, 2.97, -2.89], [-2.18, 3.82, 0.22], [-0.01, 0.30, 3.65], [-1.12, 1.69, 5.32], [-2.37, 3.71, 4.63], [-3.73, 6.15, 2.40], [-2.57, 5.76, 3.70], [-4.06, 4.80, 3.51], [1.68, 1.57, -2.48], [2.11, 0.78, -4.79], [0.27, -0.27, -6.09], [-1.98, -0.51, -5.05], [-3.79, -0.62, -1.28], [-2.06, -0.64, -0.93], [-2.71, -1.73, -2.18], [3.41, -2.34, 5.85], [4.05, -3.08, 4.68], [3.05, -3.97, 3.96], [4.73, -2.11, 3.71], [3.83, -1.10, 3.18], [2.93, -1.16, 2.19], [2.32, -0.01, 2.12], [2.85, 0.77, 3.09], [3.75, 0.13, 3.73], [2.93, -3.05, 6.52], [2.64, -1.64, 5.50], [4.14, -1.77, 6.42], [4.87, -3.70, 5.06], [2.22, -3.39, 3.54], [2.61, -4.69, 4.66], [3.50, -4.52, 3.14], [5.14, -2.65, 2.85], [5.54, -1.56, 4.19], [2.75, -2.00, 1.54], [-1.35, -4.52, -0.81], [0.22, -3.47, -1.81], [-0.49, -4.03, -3.74], [-1.94, -5.04, -1.56], [-1.98, -3.81, -0.27], [-0.94, -5.24, -0.11], [-0.52, -5.11, -3.84], [0.21, -3.62, -4.48], [-1.47, -3.59, -3.92], [2.01, -0.59, -0.77], [2.92, -0.98, -1.50], [3.97, -1.44, -2.34], [4.88, -0.55, -2.93], [5.89, -1.00, -3.76], [6.02, -2.36, -4.03], [5.13, -3.25, -3.45], [4.12, -2.80, -2.62], [4.78, 0.51, -2.71], [6.58, -0.29, -4.20], [6.81, -2.71, -4.68], [5.22, -4.31, -3.66], [3.42, -3.50, -2.18], [0.96, -3.27, 1.24], [-0.12, -2.84, 1.66], [-0.93, -3.58, 2.71], [-2.20, -2.75, 2.83], [-1.99, -1.64, 1.80], [-2.86, -0.84, 1.51], [-0.73, -1.70, 1.25], [-0.35, -3.62, 3.63], [-1.09, -4.61, 2.38], [-2.33, -2.29, 3.80], [-3.12, -3.29, 2.59]]}


{"formula": "C41H48N4O2PRuSi2", "method": "ωB97M-V with the def2-TZVPD basis set", "homo_ev": [-10.9, -11.5], "spin_multiplicity": 5, "s2": 6.018, "charge": 1, "lumo_ev": [-2.75, -4.87], "species": ["Ru", "O", "C", "O", "C", "C", "C", "C", "C", "C", "P", "C", "C", "C", "C", "C", "C", "C", "C", "C", "C", "C", "C", "H", "H", "H", "H", "H", "H", "H", "H", "H", "H", "H", "H", "H", "H", "C", "Si", "C", "C", "C", "H", "H", "H", "H", "H", "H", "H", "H", "H", "H", "H", "C", "N", "C", "N", "C", "N", "C", "N", "C", "C", "H", "H", "H", "H", "H", "H", "H", "H", "H", "H", "H", "H", "C", "C", "C", "C", "C", "C", "Si", "C", "C", "C", "C", "C", "C", "H", "H", "H", "H", "H", "H", "H", "H", "H", "H", "H"], "xyz": [[0.74, 0.05, 0.53], [0.17, 0.53, 4.54], [0.22, -0.27, 3.64], [0.93, -0.07, 2.54], [-0.50, -1.58, 3.73], [-0.69, -2.09, 5.01], [-1.31, -3.32, 5.20], [-1.75, -4.04, 4.10], [-1.58, -3.54, 2.83], [-0.96, -2.30, 2.63], [-0.82, -1.80, 0.87], [-2.57, -1.70, 0.35], [-2.94, -1.74, -0.99], [-4.28, -1.60, -1.36], [-5.25, -1.39, -0.39], [-4.88, -1.31, 0.95], [-3.56, -1.47, 1.32], [-0.01, -3.27, 0.15], [1.17, -3.68, 0.78], [1.90, -4.74, 0.28], [1.46, -5.40, -0.87], [0.29, -5.00, -1.49], [-0.45, -3.93, -0.99], [-0.35, -1.50, 5.85], [-1.44, -3.71, 6.20], [-2.24, -5.00, 4.24], [-1.94, -4.10, 1.98], [-2.20, -1.86, -1.77], [-4.55, -1.66, -2.40], [-6.29, -1.28, -0.68], [-5.63, -1.12, 1.71], [-3.30, -1.41, 2.37], [1.52, -3.17, 1.68], [2.80, -5.06, 0.78], [2.02, -6.24, -1.26], [-0.07, -5.52, -2.37], [-1.36, -3.64, -1.48], [3.23, 2.32, 2.73], [3.62, 1.79, 0.99], [3.09, 3.06, -0.27], [5.45, 1.52, 0.82], [2.86, 0.09, 0.56], [2.90, 3.36, 2.76], [4.13, 2.24, 3.34], [2.45, 1.71, 3.20], [3.18, 4.07, 0.13], [2.06, 2.91, -0.61], [3.72, 2.99, -1.16], [5.97, 2.44, 1.11], [5.74, 1.27, -0.20], [5.80, 0.72, 1.49], [3.01, -0.66, 1.34], [3.28, -0.28, -0.37], [-1.20, 2.26, -0.39], [-0.63, 1.88, 0.94], [-1.78, 1.53, 1.84], [-2.71, 2.63, 1.95], [-3.21, 2.98, 0.62], [-2.12, 3.38, -0.28], [-1.41, 4.52, 0.32], [-0.88, 4.19, 1.65], [0.04, 3.08, 1.54], [-2.00, 3.79, 2.51], [-1.72, 1.39, -0.79], [-0.37, 2.54, -1.05], [-1.38, 1.29, 2.82], [-2.29, 0.67, 1.42], [-3.91, 3.82, 0.71], [-3.74, 2.13, 0.20], [-2.10, 5.36, 0.40], [-0.58, 4.81, -0.34], [0.42, 2.80, 2.52], [0.88, 3.37, 0.90], [-2.70, 4.63, 2.60], [-1.62, 3.54, 3.50], [-2.27, -1.37, -4.94], [-1.31, -2.34, -4.63], [-0.34, -2.07, -3.67], [-0.32, -0.85, -2.99], [-1.28, 0.11, -3.33], [-2.24, -0.15, -4.29], [1.09, -0.59, -1.80], [2.23, 0.64, -2.64], [1.72, 1.77, -3.29], [2.55, 2.62, -4.01], [3.91, 2.35, -4.09], [4.43, 1.22, -3.47], [3.60, 0.38, -2.75], [-3.02, -1.58, -5.70], [-1.32, -3.29, -5.15], [0.40, -2.83, -3.44], [-1.29, 1.08, -2.84], [-2.98, 0.62, -4.54], [1.80, -1.88, -1.78], [0.66, 2.00, -3.25], [2.14, 3.49, -4.51], [4.56, 3.01, -4.66], [5.49, 0.99, -3.56], [4.02, -0.52, -2.30]]}


{"formula": "C41H48N4O6OsP2S4", "method": "ωB97M-V with the def2-TZVPD basis set", "homo_ev": -12.6, "e_above_lowest_kcal_mol": 20.0, "charge": 2, "lumo_ev": -5.83, "species": ["Os", "C", "S", "C", "C", "C", "N", "P", "C", "C", "C", "C", "C", "C", "C", "C", "C", "C", "C", "C", "P", "C", "C", "C", "C", "C", "C", "C", "C", "C", "C", "C", "C", "H", "H", "H", "H", "H", "H", "H", "H", "H", "H", "H", "H", "H", "H", "H", "H", "H", "H", "H", "H", "H", "H", "H", "H", "H", "H", "H", "H", "H", "O", "S", "O", "O", "S", "N", "C", "C", "O", "O", "H", "H", "H", "H", "H", "C", "C", "C", "N", "C", "S", "N", "C", "O", "C", "C", "C", "C", "C", "C", "H", "H", "H", "H", "H", "H", "H", "H", "H", "H", "H", "H", "H", "H"], "xyz": [[0.00, -0.82, 0.70], [6.56, -6.15, -0.30], [6.35, -4.69, 0.73], [4.65, -4.27, 0.29], [4.20, -3.11, 1.17], [2.81, -2.57, 0.84], [2.57, -2.14, -0.59], [3.16, -0.64, -0.92], [4.86, -0.48, -0.39], [5.77, -1.15, -1.22], [7.12, -1.15, -0.91], [7.57, -0.45, 0.21], [6.67, 0.23, 1.01], [5.32, 0.21, 0.72], [3.06, -0.29, -2.65], [3.23, -1.35, -3.55], [3.26, -1.09, -4.91], [3.15, 0.21, -5.37], [2.99, 1.26, -4.48], [2.94, 1.01, -3.12], [0.73, -2.32, -0.84], [0.66, -4.12, -0.74], [-0.45, -4.74, -0.18], [-0.53, -6.13, -0.17], [0.49, -6.89, -0.71], [1.60, -6.27, -1.27], [1.69, -4.89, -1.29], [0.32, -1.97, -2.56], [0.23, -3.00, -3.50], [-0.18, -2.74, -4.80], [-0.52, -1.44, -5.17], [-0.46, -0.42, -4.23], [-0.05, -0.68, -2.94], [7.56, -6.53, -0.11], [6.46, -5.91, -1.35], [5.84, -6.92, -0.02], [4.00, -5.13, 0.44], [4.60, -3.99, -0.76], [4.95, -2.32, 1.15], [4.15, -3.45, 2.21], [2.57, -1.74, 1.53], [2.09, -3.36, 1.03], [5.43, -1.69, -2.09], [7.81, -1.69, -1.53], [8.63, -0.45, 0.44], [7.03, 0.78, 1.88], [4.64, 0.72, 1.39], [3.29, -2.37, -3.19], [3.37, -1.91, -5.61], [3.17, 0.41, -6.43], [2.88, 2.27, -4.84], [2.77, 1.84, -2.43], [-1.26, -4.15, 0.22], [-1.41, -6.61, 0.25], [0.42, -7.97, -0.70], [2.40, -6.87, -1.70], [2.55, -4.41, -1.74], [0.46, -4.02, -3.23], [-0.26, -3.54, -5.51], [-0.86, -1.24, -6.17], [-0.75, 0.59, -4.51], [-0.06, 0.12, -2.21], [-3.84, -0.25, 0.02], [-2.66, -1.04, -0.27], [-1.48, -0.02, -0.40], [-2.70, -1.94, -1.38], [-1.94, -1.97, 1.41], [-3.30, 1.22, 2.38], [-2.36, 2.36, 2.13], [-0.98, 1.85, 1.73], [-0.24, 2.58, 1.10], [-0.72, 0.66, 2.15], [-2.91, 0.57, 3.07], [-3.51, 0.65, 1.52], [-4.20, 1.56, 2.72], [-2.25, 2.93, 3.05], [-2.77, 3.00, 1.36], [5.39, 4.52, -1.18], [4.83, 4.02, 0.15], [3.63, 3.11, -0.07], [3.17, 2.58, 1.23], [2.40, 1.56, 1.44], [1.67, 0.69, 0.01], [1.99, 1.15, 2.64], [2.13, 1.96, 3.85], [1.13, 2.23, 4.45], [3.50, 2.35, 4.25], [3.69, 3.58, 4.87], [4.96, 3.95, 5.28], [6.03, 3.08, 5.10], [5.84, 1.84, 4.51], [4.58, 1.47, 4.07], [6.23, 5.18, -1.02], [4.63, 5.08, -1.73], [5.72, 3.68, -1.80], [4.54, 4.86, 0.78], [5.60, 3.46, 0.70], [3.91, 2.28, -0.71], [2.80, 3.65, -0.53], [3.46, 3.12, 2.04], [1.05, 0.72, 2.61], [2.84, 4.23, 5.03], [5.11, 4.91, 5.76], [7.01, 3.37, 5.45], [6.67, 1.15, 4.42], [4.41, 0.49, 3.64]]}


{"formula": "C41H48N6O2S2Sc", "method": "ωB97M-V with the def2-TZVPD basis set", "homo_ev": -9.2, "e_above_lowest_kcal_mol": 10.2, "charge": 1, "lumo_ev": -2.35, "species": ["Sc", "O", "C", "N", "C", "C", "C", "C", "C", "C", "N", "C", "C", "C", "C", "C", "N", "H", "H", "H", "H", "H", "H", "H", "H", "H", "H", "C", "C", "N", "C", "C", "S", "C", "C", "S", "C", "N", "C", "H", "H", "H", "H", "H", "H", "H", "H", "C", "C", "C", "C", "C", "C", "C", "C", "N", "C", "C", "C", "C", "C", "C", "C", "C", "C", "C", "H", "H", "H", "H", "H", "H", "H", "H", "H", "H", "H", "H", "H", "H", "H", "H", "H", "H", "H", "H", "H", "H", "H", "H", "C", "C", "C", "O", "H", "H", "H", "H", "H", "H"], "xyz": [[-0.02, -0.07, -0.06], [4.01, -1.54, 0.40], [2.91, -1.03, 0.55], [1.94, -0.88, -0.38], [2.28, -1.52, -1.64], [1.05, -2.05, -2.32], [1.16, -2.72, -3.53], [0.05, -3.32, -4.08], [-1.15, -3.25, -3.38], [-1.19, -2.54, -2.20], [-0.12, -1.90, -1.69], [2.54, -0.50, 1.91], [3.47, -0.55, 2.94], [3.12, -0.05, 4.18], [1.85, 0.48, 4.35], [0.98, 0.48, 3.28], [1.30, -0.01, 2.07], [2.95, -2.35, -1.46], [2.82, -0.84, -2.31], [2.13, -2.79, -4.01], [0.11, -3.86, -5.02], [-2.05, -3.73, -3.74], [-2.11, -2.45, -1.66], [4.44, -0.97, 2.72], [3.83, -0.07, 5.01], [1.53, 0.89, 5.30], [-0.01, 0.89, 3.38], [-2.11, 3.05, 0.73], [-2.31, 1.84, 1.58], [-1.62, 0.73, 1.54], [-2.16, -0.23, 2.39], [-3.23, 0.17, 3.09], [-3.62, 1.78, 2.69], [-1.56, -1.57, 2.40], [-1.78, -2.54, 3.30], [-0.86, -3.92, 2.89], [-0.21, -3.12, 1.52], [-0.67, -1.90, 1.38], [0.80, -3.83, 0.68], [-1.06, 3.16, 0.48], [-2.47, 3.95, 1.24], [-2.67, 2.92, -0.20], [-3.82, -0.40, 3.80], [-2.42, -2.51, 4.17], [0.92, -4.85, 1.02], [1.77, -3.33, 0.75], [0.51, -3.84, -0.37], [-5.67, 1.10, -3.63], [-4.68, 0.51, -2.65], [-5.05, -0.50, -1.78], [-4.13, -0.95, -0.84], [-4.49, -2.03, 0.15], [-2.86, -0.41, -0.83], [-2.38, 0.54, -1.77], [-3.38, 1.03, -2.63], [-1.05, 0.91, -1.69], [-0.38, 1.73, -2.74], [-0.83, 1.51, -4.21], [0.08, 2.30, -5.18], [1.55, 1.90, -5.07], [2.00, 2.14, -3.63], [1.85, 3.63, -3.27], [0.39, 4.05, -3.42], [-0.06, 3.80, -4.87], [-0.48, 3.23, -2.45], [1.10, 1.30, -2.73], [-6.60, 0.53, -3.64], [-5.27, 1.10, -4.64], [-5.91, 2.13, -3.37], [-6.06, -0.91, -1.81], [-5.53, -2.34, 0.03], [-4.36, -1.69, 1.18], [-3.86, -2.92, 0.02], [-2.22, -0.80, -0.06], [-3.19, 1.84, -3.31], [-1.81, 1.92, -4.40], [-0.85, 0.44, -4.45], [-0.27, 2.10, -6.20], [2.16, 2.49, -5.77], [1.69, 0.85, -5.33], [3.04, 1.83, -3.50], [2.49, 4.23, -3.92], [2.18, 3.80, -2.24], [0.29, 5.11, -3.19], [0.55, 4.39, -5.56], [-1.10, 4.11, -5.00], [-1.52, 3.55, -2.51], [-0.13, 3.43, -1.43], [1.48, 1.32, -1.71], [1.13, 0.26, -3.08], [1.85, 4.00, 1.11], [1.97, 2.64, 0.49], [3.33, 2.18, 0.10], [0.96, 1.96, 0.33], [2.70, 4.21, 1.75], [0.92, 4.10, 1.66], [1.86, 4.74, 0.30], [3.90, 3.01, -0.34], [3.31, 1.33, -0.57], [3.86, 1.88, 1.01]]}